Entry 1:
{"formula": "C18H29O2RuSi", "method": "wB97M-V/def2-TZVPD", "species": ["H", "C", "O", "C", "H", "Si", "H", "H", "C", "C", "H", "O", "C", "C", "H", "H", "H", "H", "H", "C", "H", "C", "C", "H", "H", "C", "C", "H", "H", "C", "H", "H", "H", "H", "H", "Ru", "H", "H", "H", "C", "C", "C", "H", "C", "H", "H", "H", "H", "H", "C", "C"], "positions_angstrom": [[-0.837878, -3.848485, 0.980134], [-0.349333, -3.684684, -2.447862], [-0.241377, 2.197717, 0.060500], [-2.547825, -2.027893, -1.124116], [-0.600272, -2.916095, -3.186331], [0.469139, 3.601008, 0.579223], [1.128903, 3.230735, 3.010838], [-2.671078, 0.347728, 1.515958], [-1.665677, 0.039415, 1.807380], [1.322978, 0.902946, -1.782159], [-0.701852, -4.660353, -2.807074], [-1.120790, -1.940098, -0.908673], [0.248657, -1.228539, 2.027535], [1.798216, -1.275363, -1.149010], [1.539484, 5.451014, -0.655775], [-2.836444, -1.581596, -2.079323], [-1.684341, 4.018472, 1.749835], [1.853732, -2.369417, -1.141051], [0.799253, 4.279426, -1.752279], [-1.000190, -3.379122, -1.114885], [0.927605, -2.083337, 2.179770], [1.577171, 3.655616, 2.106376], [1.394336, 4.381689, -0.838552], [2.695869, 1.832389, -0.191321], [-2.970201, -4.027784, -0.283524], [-0.620715, 0.924028, 2.225552], [-1.147119, 4.465005, 0.906248], [1.597288, 0.532377, 2.603825], [-1.784692, 4.300917, 0.027559], [1.144090, -0.470300, -2.120017], [0.718049, -3.740221, 0.107047], [-2.911326, -3.980567, -2.115935], [2.562651, 3.190178, 1.989304], [0.902626, 1.751009, -2.327163], [3.005769, -0.691080, 0.690514], [0.387304, 0.367096, 0.257952], [0.734201, -3.729335, -2.321115], [0.561402, -0.811832, -2.985593], [-1.766534, -2.194934, 1.787530], [-0.324116, -4.068620, 0.040408], [-1.161597, -1.283393, 1.833104], [0.628517, 0.160043, 2.260709], [-3.103292, -1.618299, -0.282482], [2.383764, -0.406964, -0.158377], [2.373628, 3.939674, -1.040226], [1.770061, 4.713245, 2.329653], [-1.029201, 5.536181, 1.075143], [-0.742592, 1.943031, 2.573362], [-0.350128, -5.151647, -0.141409], [2.181873, 0.964452, -0.593553], [-2.537996, -3.555431, -1.177652]], "forces_ev_per_angstrom": [[0.1371, -0.1438, -0.1196], [0.1278, -0.2900, 0.0551], [0.0554, 1.9023, -0.0426], [-0.0796, -0.0399, -0.0021], [-0.0320, -0.1870, 0.0450], [-0.9080, -0.7192, -0.1691], [-0.0151, -0.0231, -0.0836], [0.3184, -0.1328, 0.3490], [0.6554, 1.3082, 0.8975], [1.7420, 0.0973, 0.2869], [0.1406, 0.1988, 0.0248], [-0.5969, -0.3835, -0.1817], [-0.9347, -0.2701, 0.9239], [0.2048, 0.0623, -0.7163], [0.0423, -0.0214, -0.0102], [-0.0624, 0.2735, 0.1720], [0.1986, 0.0643, 0.0375], [-0.1905, 0.6768, 0.0714], [-0.0204, 0.0208, 0.0145], [-0.3773, -0.2995, -0.1524], [-0.4841, 0.5526, -0.4431], [-0.1036, -0.0887, -0.0138], [0.0441, 0.3115, -0.2664], [-0.2441, -0.1956, -0.0063], [0.0907, -0.0080, -0.4337], [-0.4924, -1.4138, 0.9218], [-0.1672, 0.8081, 0.0162], [-0.4647, -0.2500, 0.2170], [0.1637, 0.1182, 0.0546], [0.0557, -0.2349, 0.7252], [-0.0688, -0.1115, 0.1434], [0.0044, -0.1114, 0.3726], [-0.0728, -0.0603, -0.1308], [0.2654, -0.3681, 0.3430], [-0.1886, 0.0087, -0.3626], [-0.9608, -1.9961, -1.2098], [0.0539, -0.0009, -0.2855], [0.2546, 0.0376, 0.6797], [0.3785, 0.4909, -0.4137], [0.0758, -0.2676, -0.1029], [1.4796, -0.4741, 0.0636], [-0.8521, 0.2236, 1.5132], [-0.0723, 0.3465, -0.0969], [0.0871, 0.5039, -0.7827], [-0.0378, -0.0012, 0.1245], [-0.0463, -0.0061, -0.1005], [-0.2172, 0.1498, 0.1138], [0.1130, -0.1329, -0.5898], [0.0428, 0.2158, 0.1006], [0.6243, -0.3829, -1.6398], [0.3337, 0.2430, 0.0894]], "mulliken_charge": [-0.13, -3.62, 0.58, -1.27, 0.25, 0.39, 0.30, 0.34, -1.76, -1.18, 0.75, 0.92, -0.66, 0.19, 0.47, 0.30, 0.17, 0.71, 0.23, 5.81, 0.43, -2.53, -1.24, 1.24, 0.60, -0.65, -1.16, 0.67, 0.23, 0.01, -0.02, 0.25, -0.21, 0.41, 0.60, 2.00, 0.22, 0.35, 0.81, -3.47, 0.27, -0.92, 0.29, -1.98, 0.05, 0.40, 0.45, 0.84, 1.12, -0.46, -3.40], "gap_ev": [2.08, 7.69], "s_squared": 8.790, "charge": -2, "spin_multiplicity": 6, "lumo_energy_ev": [4.9, 4.5]}



Entry 2:
{"formula": "C18H2Cl36F14O5S", "method": "wB97M-V/def2-TZVPD", "species": ["F", "Cl", "Cl", "C", "F", "F", "C", "F", "Cl", "C", "Cl", "C", "H", "S", "Cl", "Cl", "Cl", "C", "Cl", "Cl", "Cl", "O", "F", "Cl", "Cl", "O", "O", "C", "C", "Cl", "C", "F", "F", "C", "C", "F", "Cl", "Cl", "Cl", "Cl", "Cl", "Cl", "O", "Cl", "F", "Cl", "Cl", "Cl", "C", "C", "Cl", "F", "C", "Cl", "Cl", "F", "Cl", "O", "F", "Cl", "Cl", "Cl", "C", "F", "Cl", "C", "Cl", "C", "C", "Cl", "F", "Cl", "H", "C", "Cl", "Cl"], "positions_angstrom": [[-3.010162, -3.426923, 0.108184], [-10.939565, 6.110291, 8.062786], [1.936674, -4.867013, -1.401106], [6.066840, -4.491925, 2.361532], [-3.699190, 0.885607, 1.223734], [-5.697402, -0.043057, -1.480117], [-7.177472, 5.064667, 1.778977], [1.155683, 0.352780, 0.956096], [7.400275, -0.825821, 0.869961], [-4.530835, -0.101489, -0.806826], [-11.540810, 4.214927, 5.971524], [-3.161602, -2.115931, 0.336172], [0.477842, 0.542963, -2.088846], [-1.400851, -1.422444, 0.451070], [4.871421, -4.865712, 3.605285], [-8.017998, -0.006792, 4.570159], [12.156682, -0.485760, -5.157781], [-0.948764, -0.368502, -0.966109], [5.862658, 6.629941, -1.189476], [12.124832, -1.543036, -2.474144], [0.459946, -7.347409, -1.340907], [0.801823, -1.441403, -1.985658], [2.583104, 1.734580, -1.913866], [3.914875, -2.153210, -5.749229], [-5.750030, -1.535258, 3.664192], [-1.318044, -0.683428, 1.674840], [-0.579957, -2.437555, -3.539553], [-4.162788, -1.614720, -0.742310], [7.885034, 0.592314, -0.064823], [-8.249352, 4.820352, 0.394488], [11.671378, -1.854772, -4.152741], [-3.793248, -2.051741, -1.949060], [1.014433, 2.582535, -0.637993], [0.587238, -5.761786, -2.109739], [2.689381, -0.886826, -5.811122], [2.658825, -0.486365, -0.383674], [1.766024, -0.909977, -4.301359], [4.251376, 4.277251, -0.656198], [5.242708, -4.026818, 0.869994], [7.085796, -3.152394, 2.907630], [-8.140102, 5.183013, 3.256398], [-6.069712, 3.696513, 1.904773], [-1.377050, -0.777542, -2.233065], [-10.619735, 6.864003, 5.297492], [-3.640034, 0.610340, -1.517399], [8.845602, 0.082572, -1.455683], [0.863109, -5.965507, -3.843230], [-8.805927, 4.963718, 6.494858], [-4.803581, 0.636013, 0.533708], [5.368286, 5.459944, 0.040187], [-6.255022, 6.555229, 1.552552], [2.978089, 2.117304, 0.175073], [1.568224, 0.313310, -0.317993], [7.074031, -5.911056, 2.062700], [12.478655, -3.319294, -4.720299], [-3.685014, -2.002120, 1.555772], [-7.810013, -2.808956, 5.232615], [-0.517896, -2.555845, 0.427097], [-5.323928, -2.249861, -0.452689], [-0.905323, -4.858134, -1.853178], [3.471936, 0.687758, -6.005000], [1.602473, -1.178248, -7.173058], [0.523415, -0.220364, -1.301823], [-5.708323, 0.008953, 1.271653], [8.851312, 1.669721, 0.954382], [-10.477515, 5.539170, 6.456915], [6.775002, 4.580331, 0.633000], [-0.370169, -1.671755, -2.681678], [-6.902225, -1.314368, 4.983763], [6.440618, 1.440436, -0.622931], [-5.343943, 1.823491, 0.206167], [-6.031856, -0.898706, 6.463396], [-1.287782, 0.623530, -0.650403], [2.049460, 1.741057, -0.695702], [4.577918, 6.304417, 1.374499], [9.920255, -2.069207, -4.256860]], "forces_ev_per_angstrom": [[0.1658, 0.1235, -0.2208], [0.0054, -0.0095, -0.0140], [0.0025, 0.0057, 0.0073], [-0.0317, -0.0236, -0.0030], [0.1303, -0.4481, 0.0446], [0.0940, -0.1068, -0.0298], [-0.0398, 0.0116, 0.0940], [-0.2653, 0.0063, -0.0887], [0.0788, 0.1576, -0.1078], [-0.7229, 0.0642, -0.2812], [0.0126, 0.0095, -0.0053], [-0.0893, -0.6579, -0.4944], [0.0090, 0.1111, 0.0831], [2.4615, -1.2758, 1.8967], [0.0142, 0.0097, -0.0173], [0.0078, 0.0022, -0.0001], [-0.0059, -0.0079, 0.0081], [-0.0836, 2.0945, 0.3470], [-0.0298, -0.0565, 0.0388], [-0.0056, -0.0004, -0.0108], [0.0083, 0.0106, -0.0057], [-1.1434, -0.0159, 0.0123], [-0.1744, 0.2284, -0.1361], [-0.0056, 0.0029, 0.0084], [-0.0512, -0.1259, 0.2452], [-0.9992, 0.8973, -0.6854], [0.3063, -0.1724, -0.1034], [-0.7512, -0.2792, 0.2145], [-0.0792, -0.0601, -0.0509], [0.0077, 0.0030, 0.0001], [0.0150, -0.0016, 0.0021], [0.3691, 0.3521, 0.0475], [0.0512, 0.1538, -0.2380], [0.0162, 0.0713, -0.0268], [-0.0660, 0.1383, -0.0721], [-0.0510, 0.0989, 0.0351], [0.8838, 0.1722, -0.7501], [0.2252, 0.5706, -0.1424], [0.0057, 0.0114, -0.0012], [-0.0268, -0.1630, 0.1387], [0.0818, 0.0086, -0.1237], [-0.1975, 0.4578, 0.2797], [0.3461, -1.2213, 0.5925], [0.0063, -0.0074, 0.0082], [0.3698, -0.1900, 0.3204], [0.0097, -0.0046, 0.0109], [0.0032, 0.0055, 0.0145], [-0.0456, 0.0115, 0.0803], [-0.7540, 1.0335, -0.3451], [0.0473, -0.0441, -0.0614], [-0.0122, -0.0201, 0.0066], [-0.3696, -0.2522, 0.0402], [0.8796, -0.9776, -0.0138], [-0.0081, 0.0194, -0.0001], [-0.0092, 0.0127, 0.0046], [0.0299, 0.5562, -0.0301], [0.0063, 0.0186, -0.0051], [-0.6191, -0.1992, -0.9885], [0.1213, 0.0687, 0.2782], [-0.0782, -0.3243, 0.1131], [-0.0142, -0.0260, 0.0097], [0.0166, 0.0079, 0.0369], [0.0506, 0.4335, -0.0011], [0.4281, -0.2658, -0.0994], [-0.0118, -0.0033, -0.0027], [-0.0218, -0.0091, 0.0383], [0.1173, 0.2239, 0.1085], [-0.5677, 0.2151, 0.3069], [0.0043, 0.0049, 0.0080], [-0.0078, -0.0873, -0.0530], [0.4529, -0.5049, -0.3676], [-0.0080, -0.0030, -0.0123], [-0.5307, -0.0939, -0.4775], [0.0379, -0.7352, 0.6132], [0.0020, -0.0168, -0.0319], [-0.0042, 0.0065, 0.0046]], "mulliken_charge": [-0.24, -0.10, -0.05, 0.35, -0.23, -0.29, 0.26, -0.31, 0.00, 0.60, -0.09, 0.34, 0.68, 1.11, -0.10, -0.09, -0.09, -0.23, -0.10, -0.09, -0.11, -0.25, -0.19, -0.11, 0.00, -0.63, -0.42, 0.70, 0.18, -0.11, 0.34, -0.21, -0.26, 0.23, 0.37, -0.31, -0.01, -0.06, -0.04, -0.11, 0.01, -0.04, -0.54, -0.09, -0.23, -0.03, -0.09, -0.09, 0.55, 0.30, -0.11, -0.20, 0.83, -0.10, -0.10, -0.11, -0.11, -0.55, -0.28, -0.03, -0.12, -0.12, -0.36, -0.19, -0.13, 0.36, -0.06, 0.24, 0.26, 0.01, -0.24, -0.10, 0.89, 0.42, -0.10, -0.08], "gap_ev": 11.10, "smiles": "O=C1O[C@@H](S(=O)(=O)C(F)(F)C(F)(F)C(F)(F)C(F)(F)F)[C@@H](C(F)(F)C(F)(F)F)O1.ClC(Cl)(Cl)Cl.ClC(Cl)(Cl)Cl.ClC(Cl)(Cl)Cl.ClC(Cl)(Cl)Cl.ClC(Cl)(Cl)Cl.ClC(Cl)(Cl)Cl.ClC(Cl)(Cl)Cl.ClC(Cl)(Cl)Cl.ClC(Cl)(Cl)Cl", "lumo_energy_ev": 0.0}



Entry 3:
{"formula": "C18H30AlN9P", "method": "wB97M-V/def2-TZVPD", "species": ["H", "N", "H", "Al", "H", "H", "H", "H", "H", "H", "N", "H", "H", "C", "C", "C", "H", "H", "C", "H", "H", "N", "C", "C", "H", "H", "C", "N", "C", "H", "H", "H", "C", "N", "H", "P", "C", "N", "C", "C", "H", "H", "H", "N", "N", "C", "H", "C", "C", "C", "C", "H", "H", "H", "H", "H", "H", "N", "C"], "positions_angstrom": [[-0.625723, 3.633877, 3.557536], [-0.907395, -1.304462, 0.486425], [3.902585, 0.936444, -1.133038], [0.487896, -0.276866, -0.538774], [2.259134, 0.709278, -3.855245], [3.741885, -0.154107, -2.471770], [0.806428, 3.299710, 4.536081], [0.416114, -3.793068, -1.795512], [2.129814, -1.645232, -3.490946], [1.906771, 1.612785, -1.592250], [2.072525, -1.512259, 0.028919], [3.830387, -1.947462, -1.066069], [-2.887705, -3.647698, 1.676087], [1.199017, -1.102135, -3.345733], [3.302359, 0.112902, -1.512744], [1.491888, 0.378075, -3.156113], [-4.451760, 2.343859, 0.668066], [-4.399646, 3.584191, -0.588255], [-1.640127, -0.687249, 1.426876], [-1.256138, 1.164410, -3.220639], [0.606289, -1.257195, -4.245587], [0.980657, 0.915127, 1.003341], [2.203511, 1.401640, 1.416495], [-1.346671, -2.611660, 0.463588], [3.130443, 1.178194, 0.916806], [-3.347729, 3.733011, 0.821306], [-3.491451, -1.275572, 3.040659], [0.680736, 2.158529, 2.791206], [2.021105, 2.174064, 2.521344], [0.614272, 0.978255, -3.340932], [2.160082, -1.468501, 1.040052], [0.996118, -3.249636, 0.438911], [3.387927, -1.097455, -0.549189], [1.910065, 0.607544, -1.746217], [-0.974362, -3.352698, -0.221063], [-1.709964, 1.119122, 1.701982], [0.034091, 2.849565, 3.920974], [-1.044001, 0.984460, -1.062289], [-1.591548, 1.448907, -2.241792], [-2.643289, 2.263231, -1.965204], [-4.396499, -0.861307, 2.600719], [-3.737211, -2.206329, 3.542338], [-0.526733, 2.140631, 4.523886], [0.508228, -1.679185, -2.138641], [-2.494394, -1.557770, 1.992965], [1.715406, -2.915324, -0.302684], [-0.456322, -1.868376, -2.397748], [1.137322, -2.981825, -1.721238], [0.080487, 1.396506, 1.860343], [-1.806314, 1.503904, -0.084325], [-2.319024, -2.775331, 1.397677], [2.581917, -3.570886, -0.221078], [-3.082987, -0.583227, 3.770359], [4.062974, -0.862054, 0.270238], [-3.305759, 2.801971, -2.622836], [1.923802, -3.222799, -2.431862], [2.730344, 2.720659, 3.121937], [-2.766198, 2.286768, -0.606621], [-3.803629, 3.030049, 0.129277]], "forces_ev_per_angstrom": [[0.0159, -0.0075, -0.0422], [0.0489, -0.0377, 0.1923], [-0.0194, 0.0231, 0.0272], [0.4241, -0.2156, -0.1768], [0.0393, -0.0207, -0.0100], [0.0159, 0.0014, -0.0063], [0.0384, -0.0158, -0.0119], [-0.0433, -0.0062, -0.0119], [0.0217, 0.0062, -0.0001], [-0.0043, -0.0035, 0.0110], [-0.0342, -0.0420, 0.0048], [-0.0347, -0.0124, -0.0137], [-0.0063, 0.0491, 0.0125], [0.0245, 0.0921, 0.0438], [-0.0098, -0.0624, 0.1118], [-0.0614, -0.1244, 0.1165], [0.0086, -0.0428, -0.0120], [0.0097, -0.0037, -0.0408], [-0.1235, -0.0906, -0.0136], [0.0806, -0.0172, -0.0085], [-0.0273, -0.0271, 0.0030], [0.0298, 0.0183, -0.0434], [-0.0292, -0.0728, -0.0706], [0.0232, 0.0614, -0.1023], [-0.0475, 0.0197, 0.0232], [0.0453, -0.0028, -0.0090], [-0.0290, 0.0018, -0.0232], [-0.0480, 0.0255, 0.0883], [-0.0206, -0.0313, 0.0075], [-0.0924, 0.1513, -0.0285], [-0.0181, 0.0243, 0.0023], [0.0434, 0.0125, 0.0167], [-0.0493, 0.0660, -0.0780], [-0.0373, 0.0070, -0.1092], [-0.0189, 0.0332, 0.0545], [0.0455, -0.0250, -0.0089], [-0.0239, 0.0464, -0.0384], [-0.0367, -0.0984, -0.0946], [0.0873, -0.0670, 0.0356], [-0.0298, -0.0515, 0.0360], [0.0303, -0.0096, -0.0435], [0.0354, -0.0295, -0.0074], [0.0170, -0.0422, -0.0115], [-0.1284, 0.1580, 0.0264], [-0.0472, 0.0178, 0.0812], [-0.0416, 0.0821, -0.0548], [0.0155, -0.0459, -0.0445], [0.0550, 0.0237, 0.0613], [0.0022, 0.0879, 0.0610], [-0.0016, 0.1411, -0.0183], [-0.0415, 0.0383, 0.0100], [0.0263, 0.0011, -0.0142], [0.0437, 0.0077, -0.0083], [0.0323, -0.0112, 0.0155], [0.0052, 0.0046, 0.0544], [-0.0057, -0.0126, -0.0060], [-0.0598, -0.0184, 0.0120], [-0.1103, 0.0295, 0.0374], [0.0159, 0.0167, 0.0160]], "mulliken_charge": [0.33, 0.44, 0.55, -0.16, 0.55, 0.37, 0.33, 0.54, 0.34, 0.43, 0.12, 0.43, 0.49, -0.57, -0.99, -0.85, 0.33, 0.33, 0.00, 0.64, 0.45, 0.56, -0.41, -0.50, 0.45, 0.34, -0.79, 0.13, -0.72, 0.05, 0.45, 0.51, -0.89, 0.05, 0.57, -0.27, -0.77, 0.34, -0.34, -0.78, 0.33, 0.33, 0.34, -0.10, 0.13, -1.01, 0.49, -0.90, 0.03, -0.03, -0.85, 0.59, 0.37, 0.47, 0.45, 0.37, 0.47, 0.15, -0.76], "gap_ev": 9.42, "charge": 3, "lumo_energy_ev": -8.6}